Entry 1:
Molecular formula: C4F10P
Method: DFT, ωB97M-V/def2-TZVPD

Geometry as XYZ:
```
15
Properties=species:S:1:pos:R:3
F 3.377 -2.426 1.968
F 4.328 -2.834 0.022
F -2.022 -0.239 1.620
F -0.018 2.129 -1.048
C 2.474 -1.523 -0.045
F -3.982 -0.390 0.626
C 3.407 -2.157 0.704
F 0.418 0.343 0.341
P -0.537 1.587 0.311
F 2.366 -0.667 -0.973
F -2.221 -1.476 -0.210
F -1.918 0.588 -1.654
C -2.235 0.841 -0.419
F -3.174 1.749 -0.443
C -2.652 -0.385 0.433
```

For the energy above the lowest of the compared OMol25 structures with the same formula, charge and spin, the calculation gives 78.31 kcal/mol. The calculation puts the orbital gap (spin up / spin down) at 3.53 / 3.52 eV. For the LUMO energy (spin up / spin down), the calculation gives -9.6 / -9.6 eV. The value obtained for the largest force on an atom is 3.01 eV/A. As for the total charge: +1.

Table of Mulliken atomic charges, one value per atom, all in e:
1 F -0.0580
2 F -0.0594
3 F -0.2508
4 F -0.2209
5 C 0.6301
6 F -0.2165
7 C 0.4546
8 F -0.0635
9 P 0.1671
10 F 0.0380
11 F -0.2284
12 F -0.2504
13 C 0.5193
14 F -0.2428
15 C 0.7818

=====

Entry 2:
Molecular formula: C4F4I2
Method: DFT, ωB97M-V/def2-TZVPD

Geometry as XYZ:
```
10
Properties=species:S:1:pos:R:3
F -0.230 -2.609 0.326
F 0.877 1.563 -1.144
I 1.233 2.779 1.842
C -0.295 -0.520 -0.860
C 0.239 1.102 1.019
F 0.722 -1.121 -1.606
C 0.276 0.746 -0.261
F -1.285 -0.049 -1.696
C -0.937 -1.535 0.124
I -0.601 -0.357 2.256
```

The calculation puts the orbital gap (spin up / spin down) at 7.48 / 7.48 eV. For the LUMO energy (spin up / spin down), the calculation gives -1.1 / -1.1 eV. The value obtained for the largest force on an atom is 2.46 eV/A.

Table of Mulliken atomic charges, one value per atom, all in e:
1 F -0.1253
2 F -0.2376
3 I 0.1760
4 C 1.3080
5 C -0.1329
6 F -0.2820
7 C -0.1195
8 F -0.2268
9 C -0.6207
10 I 0.2609

=====

Entry 3:
Molecular formula: C4F5NO2
Method: DFT, ωB97M-V/def2-TZVPD

Geometry as XYZ:
```
12
Properties=species:S:1:pos:R:3
C 1.501 0.198 0.640
O -1.674 -0.569 -1.740
C -1.650 1.101 0.724
F -1.012 1.829 1.613
F 3.357 -0.198 -0.628
C 2.069 -0.203 -0.466
O -0.445 -1.969 -0.635
F 1.340 -0.358 -1.560
F -2.929 1.439 0.633
N -1.031 -0.905 -0.808
F 1.869 0.226 1.896
C -0.927 0.116 0.179
```

For the energy above the lowest of the compared OMol25 structures with the same formula, charge and spin, the calculation gives 0.00 kcal/mol. The calculation puts the orbital gap (spin up / spin down) at 8.50 / 8.45 eV. For the LUMO energy (spin up / spin down), the calculation gives -2.0 / -2.0 eV. The value obtained for the largest force on an atom is 4.41 eV/A.

Table of Mulliken atomic charges, one value per atom, all in e:
1 C 0.1669
2 O -0.5368
3 C 0.5441
4 F -0.1512
5 F -0.2029
6 C 0.4437
7 O -0.5041
8 F -0.1639
9 F -0.1911
10 N 0.9390
11 F -0.1808
12 C -0.1631

=====

| no. | DFT total energy (Ha) |
| --- | --- |
| 1 | -1491.97622 |
| 2 | -1147.09747 |
| 3 | -856.64458 |